Molecular formula: H30O15
Method: DFT, ωB97M-V/def2-TZVPD

Output
* HOMO level: -9.12 eV
* max |F|: 5.7 eV/Å
* relative energy (zero: lowest compared OMol25 entry of this formula, charge and spin): 180.81 kcal/mol
* gap between HOMO and LUMO: 8.72 eV

The geometry in ORCA input format:
```
! wB97M-V def2-TZVPD RIJCOSX def2/J DEFGRID3
* xyz 0 1
H 0.91997 -0.84776 0.57080
H -0.36078 -0.10887 1.01771
H 2.49748 1.26217 3.08426
H 1.89519 1.30211 1.62036
H -4.22300 0.45659 -1.60847
H -3.02838 0.40161 -2.45835
H -0.69626 1.43694 1.74116
H -0.59346 1.33438 0.18751
H 0.67233 3.35792 -2.04060
H 0.55273 2.46148 -3.38516
H -2.75754 -0.54985 2.91065
H -3.39970 -1.33774 3.91022
H -4.33066 -1.69980 0.98047
H -5.46911 -0.81575 1.35280
H 2.10067 -2.60249 -1.28597
H 3.59751 -2.75589 -0.88460
H 3.82274 -2.78532 2.26488
H 2.46639 -3.52672 2.17675
H 1.60873 -1.56543 -3.15498
H 0.24189 -0.92991 -3.68440
H 4.12114 3.96856 -0.04050
H 2.73145 3.45325 0.36786
H 2.87732 0.76648 -0.48372
H 3.33789 -0.38725 -1.45791
H -0.81592 -2.39987 -2.18767
H 0.32529 -2.35004 -1.22401
H -0.33761 3.68191 0.77476
H -1.91118 3.44044 0.40795
H -2.60937 -1.13115 0.18707
H -2.51036 -2.63636 0.05021
O 0.21657 -0.26507 0.18784
O 2.31254 0.69522 2.34664
O -3.62429 1.02035 -2.11575
O -0.84307 1.93913 0.89904
O 0.08475 2.76430 -2.62338
O -3.32756 -0.43203 3.68973
O -4.89237 -0.98131 0.61498
O 2.67407 -2.81339 -0.57696
O 2.96810 -2.74946 2.50686
O 0.68187 -1.79261 -3.50574
O 3.67702 3.63196 0.70814
O 3.07297 -0.21230 -0.55079
O -0.42218 -1.91812 -1.44841
O -1.20560 4.06172 0.45931
O -2.09822 -1.84203 -0.30057
*
```

Here are the natural (NBO) charges for atoms 1 to 5, given in e: number 1, H, carries 0.51; number 2, H, carries 0.45; number 3, H, carries 0.47; number 4, H, carries 0.46; number 5, H, carries 0.47

***

Molecular formula: C37H94N8O13
Method: DFT, ωB97M-V/def2-TZVPD

Output
* HOMO level: -7.33 eV
* max |F|: 16.4 eV/Å
* relative energy (zero: lowest compared OMol25 entry of this formula, charge and spin): 766.68 kcal/mol
* gap between HOMO and LUMO: 7.59 eV

The geometry in ORCA input format:
```
! wB97M-V def2-TZVPD RIJCOSX def2/J DEFGRID3
* xyz 0 1
C -1.25145 3.83049 -4.42606
O -0.78898 4.35507 -3.41661
N -0.62721 3.69696 -5.59045
N -2.40590 3.24148 -4.49336
H 0.32240 3.75125 -5.25075
H -0.85209 2.92186 -6.19770
H -3.03492 3.46641 -3.73584
H -2.65023 3.14255 -5.46835
C 7.25850 0.62166 -8.00887
O 6.40998 1.55322 -7.48649
C 6.34153 1.49448 -6.05748
C 5.19311 2.37785 -5.38324
N 4.80130 1.88083 -4.06916
C 3.70400 2.47934 -3.34150
C 3.54210 1.60292 -2.14169
O 3.19770 0.22104 -2.50909
C 3.36277 -0.88516 -1.61509
H 8.24707 0.91648 -7.65686
H 7.35043 0.52120 -9.09033
H 6.99479 -0.40069 -7.73802
H 7.27556 1.80885 -5.59179
H 6.11154 0.48357 -5.72096
H 4.50937 2.30914 -6.22934
H 5.54194 3.40906 -5.32810
H 4.66113 0.89062 -4.21033
H 2.79494 2.46624 -3.94278
H 3.97617 3.52174 -3.17588
H 2.76081 1.89446 -1.43977
H 4.52069 1.54870 -1.66470
H 4.43559 -1.05826 -1.53035
H 2.82698 -1.75204 -2.00182
H 2.96967 -0.81463 -0.60090
C -3.59200 0.00646 1.46956
O -3.30614 -1.09031 2.34005
C -3.73564 -2.39447 1.96912
C -3.44916 -3.47362 3.02962
N -4.38033 -4.61344 2.76473
C -4.56600 -5.47216 3.92455
C -5.40865 -6.72037 3.57186
O -4.64031 -7.76570 2.84718
C -3.93466 -8.66529 3.70022
H -3.20091 -0.06307 0.45451
H -3.41051 1.01869 1.83088
H -4.67666 -0.06764 1.39124
H -3.25323 -2.67073 1.03154
H -4.82178 -2.32162 1.91346
H -3.65578 -2.95730 3.96708
H -2.39160 -3.70080 2.89526
H -3.87622 -5.09788 2.03583
H -5.07861 -4.90515 4.70161
H -3.60515 -5.77764 4.33873
H -6.29438 -6.44704 2.99838
H -5.70242 -7.25143 4.47727
H -3.27347 -8.14971 4.39671
H -3.25245 -9.20623 3.04441
H -4.57581 -9.29333 4.31875
C -1.37217 -3.23069 1.95442
O -0.50922 -2.07928 1.49338
C -0.99609 -0.82670 1.68607
C 0.06564 0.05549 0.97500
N 0.31405 -0.27881 -0.49469
C 1.33263 0.63521 -1.01093
C 0.70525 1.99034 -1.50819
O 1.81343 2.67899 -1.96239
C 1.48938 4.01579 -2.16539
H -0.96352 -4.22023 1.74967
H -2.36626 -3.10803 1.52449
H -1.37255 -3.09858 3.03639
H -1.12026 -0.57996 2.74049
H -1.95926 -0.68165 1.19684
H 1.01184 0.19492 1.49784
H -0.30920 1.07738 1.03273
H 0.66752 -1.21385 -0.63911
H 1.66042 0.10601 -1.90568
H 2.11132 0.92942 -0.30722
H -0.03385 2.31138 -0.77418
H 0.11754 1.88614 -2.42024
H 2.29748 4.62856 -2.56486
H 1.09821 4.57085 -1.31276
H 0.79400 3.98213 -3.00409
C 3.18674 -4.42704 -0.86764
O 2.84044 -3.28376 -0.18624
C 2.63070 -3.42442 1.21544
C 2.54296 -2.08011 1.79428
N 3.84782 -1.39008 1.88692
C 4.63312 -1.20454 0.61676
C 5.75652 -0.10652 0.69574
O 5.31660 1.10710 1.20591
C 4.29090 1.88613 0.52613
H 2.88647 -5.38173 -0.43577
H 4.26823 -4.52340 -0.96353
H 2.72554 -4.51172 -1.85162
H 3.48798 -3.92854 1.66157
H 1.68758 -3.95188 1.35833
H 2.03159 -2.12657 2.75577
H 1.89540 -1.38317 1.26229
H 3.61285 -0.41363 1.99389
H 3.87643 -1.13398 -0.16461
H 5.02450 -2.18482 0.34478
H 6.26423 0.02310 -0.26005
H 6.58839 -0.46082 1.30448
H 3.28548 1.59537 0.83060
H 4.21547 1.76536 -0.55453
H 4.18320 2.90742 0.89146
C -3.48127 1.49986 0.60679
O -3.18031 0.84199 -0.57418
C -1.84124 1.04989 -1.06888
C -1.48548 0.68956 -2.60889
N -1.83754 -0.60136 -3.02241
C -1.87197 -0.79127 -4.49291
C -2.72870 -1.93789 -4.95658
O -3.80832 -1.87332 -4.04272
C -4.98325 -2.66249 -4.44649
H -2.76955 1.11869 1.33910
H -4.53146 1.57023 0.89008
H -3.25213 2.55632 0.46716
H -1.27295 0.28184 -0.54424
H -1.56096 2.05523 -0.75452
H -0.39695 0.72789 -2.65068
H -1.80326 1.45925 -3.31223
H -2.83043 -0.71206 -2.87403
H -0.95784 -1.14315 -4.97109
H -2.18331 0.06319 -5.09380
H -2.21098 -2.89616 -4.99844
H -3.09361 -1.72139 -5.96061
H -5.64805 -2.65205 -3.58275
H -4.74085 -3.71183 -4.61448
H -5.44929 -2.11894 -5.26835
C 0.92948 2.90014 1.75123
O 0.95139 2.52594 3.10474
C -0.31132 2.80020 3.75754
C -0.10229 3.03814 5.21147
N -1.33085 2.87179 5.96440
C -2.28344 3.98415 5.66315
C -3.36700 4.16857 6.69217
O -2.89766 4.76130 7.94675
C -4.05703 4.89871 8.85549
H 0.32536 2.25592 1.11239
H 1.89130 2.80263 1.24774
H 0.59293 3.92758 1.61265
H -0.95007 1.92118 3.67142
H -0.73062 3.69065 3.28917
H 0.38696 4.00123 5.35709
H 0.55710 2.22833 5.52375
H -1.13511 3.13994 6.91828
H -2.70337 3.82456 4.67003
H -1.83054 4.97275 5.58806
H -3.79121 3.17263 6.81966
H -4.16739 4.79499 6.29842
H -4.79353 5.57173 8.41649
H -3.80375 5.23533 9.86079
H -4.43255 3.88968 9.02559
*
```

Here are the Mulliken charges for atoms 1 to 5, given in e: number 1, C, carries 0.84; number 2, O, carries -0.62; number 3, N, carries -0.67; number 4, N, carries -0.46; number 5, H, carries 0.29

***

Molecular formula: C6H13NOS
Method: DFT, ωB97M-V/def2-TZVPD

Output
* HOMO level (alpha / beta): -8.46 / -8.46 eV
* max |F|: 4.5 eV/Å
* relative energy (zero: lowest compared OMol25 entry of this formula, charge and spin): 125.39 kcal/mol
* gap between HOMO and LUMO (alpha / beta): 8.52 / 8.52 eV

The geometry in ORCA input format:
```
! wB97M-V def2-TZVPD RIJCOSX def2/J DEFGRID3
* xyz 0 1
C -1.31346 -0.83564 -1.21899
C -1.40885 -0.88842 1.35482
C -1.22372 1.21903 0.06565
C 1.80036 0.94459 -0.86672
C 0.75122 -0.49382 0.12842
C -0.74985 -0.21954 0.09262
N 1.45450 -0.40860 1.30599
O 2.59166 -0.90735 1.16302
S 3.44560 0.51742 -0.66908
H -0.62784 -0.60669 -1.93712
H -1.32978 -1.96215 -1.07665
H -2.29292 -0.43261 -1.32162
H -1.24773 -0.35779 2.32163
H -2.44283 -0.89964 1.33568
H -0.93982 -1.75741 1.46028
H -0.95281 1.79207 0.93841
H -2.25720 1.28925 -0.12670
H -0.70575 1.66724 -0.75520
H 1.67326 1.89938 -0.37086
H 1.26633 0.77685 -1.81107
H 1.03616 -1.22054 -0.57604
H 3.47348 0.88436 0.56353
*
```

Here are the natural (NBO) charges for atoms 1 to 5, given in e: number 1, C, carries -0.59; number 2, C, carries -0.60; number 3, C, carries -0.60; number 4, C, carries -0.56; number 5, C, carries -0.05

***

Molecular formula: C7H14N3O
Method: DFT, ωB97M-V/def2-TZVPD

Output
* HOMO level: -11.62 eV
* max |F|: 4.5 eV/Å
* relative energy (zero: lowest compared OMol25 entry of this formula, charge and spin): 80.31 kcal/mol
* gap between HOMO and LUMO: 7.99 eV

The geometry in ORCA input format:
```
! wB97M-V def2-TZVPD RIJCOSX def2/J DEFGRID3
* xyz 1 1
C 1.54365 0.32367 -0.19279
C 1.23119 -1.03556 -0.18015
C 0.41961 2.41546 -0.53407
C -1.16263 -0.53588 0.11407
C 3.01094 0.71851 -0.15472
C -1.03913 -0.20696 1.56125
C -3.56167 -0.10772 -0.51495
N 0.45668 1.13882 -0.47656
N -0.18015 -1.30895 -0.43475
N 1.83340 -2.20789 0.06092
O -2.28691 -0.63987 -0.67575
H -0.50796 2.87685 -1.04903
H 1.15892 3.11692 -0.07236
H 3.11607 0.62083 -1.19458
H 3.66917 0.09375 0.40952
H 3.00766 1.80682 -0.00389
H -0.36795 -0.85069 1.99008
H -1.81295 -0.16212 2.28548
H -0.49411 0.81514 1.68506
H -3.46494 0.84924 -0.12105
H -4.23326 -0.69641 0.10922
H -3.99411 -0.15713 -1.50289
H -0.44864 -1.51090 -1.38872
H 1.45220 -3.01949 -0.38785
H 2.65491 -2.33644 0.66851
*
```

Here are the natural (NBO) charges for atoms 1 to 5, given in e: number 1, C, carries 0.07; number 2, C, carries 0.34; number 3, C, carries -0.04; number 4, C, carries 0.80; number 5, C, carries -0.65